Formula: C40H88N8O12
Source: the OMol25 dataset
Level of theory: the ωB97M-V functional and the def2-TZVPD basis

As for the energy relative to the best compared isomer or geometry (same formula, charge and spin): 0.0000 eV.

Last column: Mulliken charge in e.
Geometry (Å):
C: 1.461 2.319 2.925  -0.6270
N: 0.440 3.309 2.953  0.1898
C: -0.741 3.160 3.537  0.7137
C: -1.666 4.339 3.313  -1.0817
O: -1.072 2.226 4.287  -0.7332
H: 1.295 1.591 2.062  0.0198
H: 1.414 1.780 3.842  0.0927
H: 2.408 2.776 2.799  0.2868
H: 0.472 4.085 2.292  0.1743
H: -2.659 4.030 2.975  0.2266
H: -1.275 5.142 2.690  0.1747
H: -1.681 4.752 4.314  0.3853
C: -2.406 -1.225 3.498  -0.8030
N: -1.680 -0.564 4.550  0.0051
C: -0.535 -1.095 5.033  0.7082
C: 0.216 -0.256 6.061  -0.8839
O: -0.189 -2.258 4.757  -0.6383
H: -3.035 -0.474 3.068  0.4412
H: -3.013 -2.020 3.943  0.2966
H: -1.729 -1.546 2.685  -0.1417
H: -1.800 0.415 4.707  0.3964
H: 0.262 -0.775 7.020  0.4007
H: -0.225 0.734 6.222  0.2668
H: 1.315 -0.107 5.794  -0.0031
C: -3.030 -3.065 -0.926  -1.1542
N: -3.273 -3.942 0.229  0.1200
C: -4.031 -3.499 1.250  0.6320
C: -4.353 -4.495 2.320  -1.2277
O: -4.498 -2.329 1.315  -0.7093
H: -3.992 -2.694 -1.325  0.3090
H: -2.598 -3.625 -1.695  0.6085
H: -2.433 -2.204 -0.610  0.1082
H: -2.865 -4.836 0.345  0.3307
H: -3.795 -5.418 2.264  0.2823
H: -5.397 -4.769 2.171  0.3109
H: -4.201 -4.043 3.258  0.3428
C: 6.340 5.543 1.727  -0.8644
N: 5.656 4.648 0.828  -0.2415
C: 4.326 4.494 0.975  0.3555
C: 3.687 3.356 0.166  -0.1243
O: 3.696 5.163 1.760  -0.6240
H: 7.383 5.507 1.371  0.3416
H: 6.418 5.157 2.758  0.2434
H: 5.910 6.543 1.769  0.2575
H: 6.254 4.148 0.171  0.2711
H: 2.658 3.562 -0.030  -0.3759
H: 3.662 2.459 0.745  0.1802
H: 4.127 3.099 -0.794  0.6348
C: 4.660 1.548 4.145  -0.6380
N: 4.475 0.135 4.121  -0.1790
C: 3.604 -0.458 3.251  0.7133
C: 3.367 -1.939 3.514  -1.2052
O: 3.213 0.095 2.255  -0.4976
H: 5.720 1.827 4.406  0.3250
H: 4.019 2.040 4.863  0.3217
H: 4.404 1.979 3.170  -0.0160
H: 4.668 -0.269 5.024  0.2462
H: 3.358 -2.414 2.601  0.2592
H: 2.324 -1.907 3.856  0.1323
H: 4.081 -2.393 4.175  0.4576
C: -3.102 1.554 0.978  -0.7873
N: -4.227 0.590 0.767  0.2277
C: -5.284 1.001 0.035  0.7969
C: -6.281 -0.047 -0.337  -1.1646
O: -5.420 2.176 -0.355  -0.7016
H: -2.570 1.284 1.865  0.0380
H: -3.589 2.474 1.215  0.5751
H: -2.555 1.691 0.077  0.1855
H: -4.125 -0.369 1.014  0.1550
H: -5.905 -0.577 -1.185  0.1779
H: -7.183 0.440 -0.658  0.3899
H: -6.525 -0.702 0.453  0.3212
C: -0.216 -4.970 2.603  -0.1924
N: 0.036 -6.297 1.988  -0.1221
C: -0.537 -6.754 0.820  0.7385
C: -0.161 -8.135 0.451  -1.5943
O: -1.509 -6.218 0.287  -0.6746
H: -0.881 -4.965 3.470  0.3855
H: -0.562 -4.374 1.797  -0.3014
H: 0.720 -4.525 3.016  0.1980
H: 0.512 -7.043 2.453  0.2241
H: -0.522 -8.843 1.158  0.3955
H: 0.935 -8.175 0.405  0.4364
H: -0.378 -8.342 -0.584  0.3774
C: 0.412 -0.996 1.114  -1.5566
N: 1.132 -0.358 0.112  1.5005
C: 0.579 0.031 -1.033  -0.2718
C: 1.533 0.812 -1.946  -0.0344
O: -0.631 0.017 -1.255  -0.3999
H: -0.301 -1.600 0.623  0.3469
H: -0.171 -0.281 1.733  0.1872
H: 1.045 -1.579 1.737  0.2949
H: 2.129 -0.277 0.195  0.1539
H: 2.373 1.202 -1.399  0.0605
H: 1.076 1.729 -2.401  0.0442
H: 1.922 0.111 -2.636  -0.3826
C: 1.584 -3.906 -0.843  0.3195
C: 0.474 -4.405 -1.787  0.2634
C: 0.471 -3.262 -2.815  -0.4308
O: 1.577 -2.384 -2.608  -0.1412
C: 2.458 -3.013 -1.719  -0.7803
H: 2.186 -4.751 -0.462  0.5012
H: 1.235 -3.264 -0.004  -0.6646
H: -0.508 -4.533 -1.232  -0.5234
H: 0.678 -5.313 -2.349  0.4901
H: -0.465 -2.651 -2.752  -0.0631
H: 0.548 -3.668 -3.824  0.4758
H: 2.992 -2.323 -1.054  0.2250
H: 3.168 -3.626 -2.291  0.4688
C: 2.787 0.205 -5.175  -0.8304
C: 1.598 -0.701 -5.274  0.7937
C: 0.618 0.063 -6.135  -0.4561
O: 0.784 1.448 -5.804  -0.4588
C: 2.168 1.630 -5.507  -0.2264
H: 3.583 -0.113 -5.921  0.3414
H: 3.176 0.161 -4.178  0.3047
H: 1.153 -0.785 -4.278  -0.6686
H: 1.815 -1.680 -5.724  0.5312
H: -0.476 -0.072 -6.009  -0.1360
H: 0.838 -0.072 -7.171  0.3778
H: 2.237 2.383 -4.711  0.0989
H: 2.665 2.086 -6.338  0.3471
C: -3.710 1.536 -5.875  -0.5300
C: -3.354 1.613 -4.349  -0.3561
C: -2.255 0.652 -4.218  0.9663
O: -2.617 -0.473 -5.077  -0.4650
C: -3.181 0.139 -6.259  -0.5141
H: -3.179 2.336 -6.423  0.2541
H: -4.761 1.423 -6.064  0.3521
H: -4.299 1.267 -3.826  0.1725
H: -3.149 2.658 -3.979  0.1883
H: -1.951 0.293 -3.195  -0.2451
H: -1.322 1.087 -4.643  -0.3302
H: -3.940 -0.460 -6.727  0.4327
H: -2.458 0.058 -7.092  0.2307
C: 0.041 4.254 -1.935  -0.5243
C: -0.246 5.713 -1.702  -0.5335
C: 0.238 5.867 -0.222  -0.8077
O: 0.530 4.602 0.332  -0.2047
C: -0.110 3.652 -0.582  0.9722
H: 1.033 4.077 -2.298  0.2903
H: -0.655 3.791 -2.610  0.3075
H: -1.355 6.069 -1.723  0.2922
H: 0.359 6.423 -2.290  0.3048
H: -0.388 6.445 0.453  0.2516
H: 1.221 6.365 -0.222  0.3516
H: -1.153 3.423 -0.242  -0.0362
H: 0.430 2.707 -0.591  -0.7996